[1]
{
  "formula": "C5H8S3",
  "method": "wB97M-V/def2-TZVPD",
  "lumo_energy_ev": -0.590,
  "homo_energy_ev": -8.55,
  "total_energy_ev": -37817.9351,
  "elements": ["S", "S", "S", "C", "C", "C", "C", "C", "H", "H", "H", "H", "H", "H", "H", "H"],
  "positions_angstrom": [[1.038, 1.592, -1.300], [-0.062, 0.376, 1.391], [-2.018, -2.491, -0.623], [0.621, 1.640, 0.268], [0.608, 2.947, 0.934], [-0.999, -1.325, -0.461], [0.083, -1.272, 0.489], [1.436, -1.261, -0.235], [1.048, 3.763, 0.296], [1.407, -0.219, -0.930], [1.605, -2.156, -0.814], [-1.009, -0.392, -1.123], [1.282, 2.979, 1.826], [2.210, -1.207, 0.479], [-0.018, -2.056, 1.408], [-0.350, 3.282, 1.420]],
  "forces_ev_per_angstrom": [[-0.172, 0.779, -0.329], [0.822, 0.515, -1.200], [-1.616, -1.710, -0.329], [-1.284, -0.807, 0.476], [0.850, 2.523, 1.831], [0.203, 2.581, -1.352], [1.493, -0.507, 3.004], [-1.082, 1.860, -1.432], [-0.880, -0.910, 0.341], [0.504, -3.696, 1.644], [-0.239, -0.222, -0.397], [-0.106, -1.289, 0.657], [-0.232, -0.510, -0.477], [0.996, 0.279, 0.871], [0.208, 1.656, -2.361], [0.535, -0.543, -0.947]],
  "lowdin_charge": [0.77, 0.94, 0.76, -1.06, -0.26, -0.84, -0.70, -0.18, 0.08, -0.04, 0.07, 0.07, 0.09, 0.05, 0.15, 0.10]
}

***

[2]
{
  "formula": "C5H9AuO5",
  "method": "wB97M-V/def2-TZVPD",
  "lumo_energy_ev": [-4.025, -8.092],
  "homo_energy_ev": [-12.26, -15.20],
  "spin_multiplicity": 4,
  "total_energy_ev": -19243.8397,
  "total_charge": 1,
  "elements": ["Au", "O", "O", "O", "O", "O", "C", "C", "C", "C", "C", "H", "H", "H", "H", "H", "H", "H", "H", "H"],
  "positions_angstrom": [[-2.126, 0.453, 1.349], [-0.774, 0.594, 0.134], [1.341, 0.931, 0.497], [2.301, -1.752, -0.341], [3.933, -2.570, 0.965], [2.167, -1.563, 1.844], [0.852, -1.124, 1.580], [-1.046, 1.052, -1.198], [2.806, -2.132, 0.764], [-2.494, 1.389, -1.470], [0.777, -0.304, 0.294], [0.156, -1.967, 1.482], [0.528, -0.797, -0.651], [-3.129, 0.494, -1.391], [-0.703, 0.301, -1.929], [-2.596, 1.764, -2.497], [-0.418, 1.939, -1.379], [-2.859, 2.184, -0.801], [0.645, 1.596, 0.295], [0.638, -0.490, 2.454]],
  "forces_ev_per_angstrom": [[-5.227, -0.591, 4.656], [2.627, -0.234, -3.451], [1.025, -1.103, -0.741], [2.196, -2.338, 0.632], [0.830, -1.204, -0.637], [0.959, -1.594, -0.075], [-0.708, -0.150, -0.205], [0.706, 0.151, -1.720], [-3.018, 4.742, 0.059], [-0.421, -0.097, 0.381], [-0.812, 2.512, 0.564], [0.142, 0.034, 0.260], [0.722, 0.541, 0.156], [0.071, 0.301, 0.006], [-0.093, 0.008, 0.352], [0.167, -0.100, 0.254], [-0.172, -0.137, 0.145], [-0.011, -0.212, -0.168], [1.261, -0.347, -0.004], [-0.246, -0.183, -0.465]],
  "lowdin_spin": [1.38, 0.41, 0.02, 0.31, 0.63, 0.02, 0.03, 0.04, 0.03, 0.05, 0.02, 0.01, 0.01, 0.01, 0.00, 0.01, 0.01, 0.01, 0.00, 0.01]
}

***

[3]
{
  "formula": "C5H9BF10HfNO5S2Si",
  "method": "wB97M-V/def2-TZVPD",
  "lumo_energy_ev": -3.880,
  "homo_energy_ev": -14.51,
  "total_energy_ev": -75768.3950,
  "total_charge": 1,
  "elements": ["Hf", "S", "S", "Si", "F", "F", "F", "F", "F", "F", "F", "F", "F", "F", "O", "O", "O", "O", "O", "N", "C", "C", "C", "C", "C", "B", "H", "H", "H", "H", "H", "H", "H", "H", "H"],
  "positions_angstrom": [[-0.664, -0.597, -0.391], [-2.047, 2.571, -0.062], [-1.908, 0.662, 1.776], [2.230, -1.476, -0.480], [-0.887, 4.232, 1.610], [-1.609, -2.427, -1.041], [-2.297, -2.526, -3.309], [-1.901, -0.711, 3.939], [0.486, 3.164, 0.324], [-0.671, -0.982, -2.463], [-0.722, 4.768, -0.481], [-3.721, 0.421, 3.621], [-2.837, -0.748, -1.864], [-1.907, 1.437, 4.236], [-3.050, 3.259, -0.770], [0.716, -1.654, 0.273], [-0.435, 0.601, 1.655], [-1.321, 1.488, -0.792], [-2.382, -0.529, 0.994], [-2.556, 1.987, 1.343], [1.891, 0.109, -1.500], [-0.682, 3.787, 0.389], [3.510, -1.168, 0.807], [-2.415, 0.436, 3.558], [2.511, -2.905, -1.609], [-2.012, -1.752, -2.300], [1.110, 0.832, -1.191], [4.489, -0.983, 0.362], [1.675, -3.014, -2.304], [3.248, -0.308, 1.426], [3.600, -2.038, 1.461], [2.617, -3.839, -1.055], [2.778, 0.740, -1.398], [1.743, -0.071, -2.565], [3.418, -2.764, -2.201]],
  "forces_ev_per_angstrom": [[-0.519, 0.348, 0.515], [0.087, -0.184, -0.002], [0.098, -0.280, -0.158], [0.052, 0.092, 0.025], [-0.024, 0.020, 0.012], [-0.136, 0.004, -0.043], [0.017, -0.001, 0.004], [0.015, -0.032, 0.020], [0.039, -0.039, 0.022], [-0.044, -0.024, -0.167], [0.020, 0.022, -0.036], [-0.064, 0.005, -0.016], [-0.044, 0.006, -0.097], [0.010, 0.016, 0.021], [-0.047, 0.027, 0.029], [0.440, -0.221, 0.050], [-0.152, -0.045, -0.114], [0.107, -0.025, -0.032], [0.213, 0.193, 0.053], [0.093, 0.125, -0.007], [0.097, 0.004, -0.018], [-0.089, -0.025, -0.020], [-0.031, -0.041, 0.045], [0.024, 0.023, -0.041], [0.010, 0.021, -0.020], [-0.085, -0.056, -0.095], [-0.073, 0.099, 0.045], [-0.008, 0.001, -0.024], [0.012, -0.020, -0.004], [0.009, 0.002, -0.004], [0.012, 0.010, 0.001], [-0.004, 0.012, 0.025], [0.001, -0.009, 0.009], [-0.039, -0.031, 0.011], [0.003, 0.006, 0.011]],
  "lowdin_charge": [1.81, 0.74, 0.72, 0.39, 0.19, 0.05, 0.32, 0.20, 0.16, -0.02, 0.20, 0.22, 0.19, 0.21, -0.17, -0.40, -0.34, -0.42, -0.34, -0.25, -0.15, -0.67, -0.14, -0.69, -0.14, -1.08, 0.00, 0.05, 0.04, 0.05, 0.05, 0.05, 0.07, 0.05, 0.05]
}

***

[4]
{
  "formula": "C5H9BF2NO2SbSe4W",
  "method": "wB97M-V/def2-TZVPD",
  "lumo_energy_ev": [-1.426, -1.426],
  "homo_energy_ev": [-7.39, -7.39],
  "total_energy_ev": -286780.1958,
  "elements": ["W", "Sb", "Se", "Se", "Se", "Se", "F", "F", "O", "O", "N", "C", "C", "C", "C", "C", "B", "H", "H", "H", "H", "H", "H", "H", "H", "H"],
  "positions_angstrom": [[1.807, -1.241, -1.103], [3.575, -2.883, 0.374], [3.114, -0.504, 0.966], [0.312, -2.805, -0.365], [3.507, -0.789, -2.883], [4.155, -4.103, 2.259], [2.810, -3.658, -3.219], [1.074, -2.182, -3.511], [0.701, 0.378, -1.562], [-0.469, 2.266, -1.448], [-2.339, 1.446, 0.010], [-1.183, 0.474, -0.079], [-0.615, 0.417, 1.346], [-2.510, 1.858, 1.441], [-1.105, 1.710, 1.996], [-0.236, 1.112, -1.110], [2.343, -2.419, -3.042], [-1.012, -0.459, 1.860], [-1.959, 2.231, -0.583], [-2.928, 2.861, 1.477], [-3.191, 1.089, -0.413], [-0.487, 2.557, 1.692], [-1.527, -0.495, -0.435], [-1.105, 1.662, 3.083], [-3.200, 1.158, 1.909], [0.468, 0.320, 1.340]],
  "forces_ev_per_angstrom": [[0.542, 0.741, -0.212], [0.306, -0.277, 0.035], [-0.253, 0.112, -0.307], [-0.264, -0.243, 0.045], [-0.274, -0.256, 0.200], [0.030, -0.186, 0.215], [0.034, 0.027, 0.148], [-0.013, -0.001, 0.004], [0.024, 0.068, 0.111], [-0.021, -0.026, -0.025], [0.090, 0.032, -0.053], [-0.097, -0.024, -0.015], [0.021, -0.004, -0.018], [-0.010, 0.019, -0.008], [-0.005, 0.012, 0.004], [-0.065, -0.036, 0.058], [-0.017, 0.068, -0.255], [0.007, -0.002, -0.004], [-0.050, -0.010, 0.043], [0.010, 0.001, 0.015], [0.000, -0.016, 0.013], [-0.003, 0.003, -0.003], [0.024, 0.002, -0.011], [0.008, -0.001, -0.001], [-0.004, 0.006, 0.002], [-0.019, -0.009, 0.020]],
  "lowdin_charge": [0.34, 0.30, 0.00, 0.17, 0.57, -0.10, 0.12, 0.04, -0.21, 0.08, 0.08, -0.18, -0.14, -0.10, -0.14, -0.55, -1.39, 0.12, 0.15, 0.13, 0.18, 0.13, 0.11, 0.13, 0.13, 0.04]
}

***

[5]
{
  "formula": "C5H9Br2N2",
  "method": "wB97M-V/def2-TZVPD",
  "lumo_energy_ev": -3.394,
  "homo_energy_ev": -12.39,
  "total_energy_ev": -148388.0583,
  "total_charge": 1,
  "elements": ["Br", "Br", "N", "N", "C", "C", "C", "C", "C", "H", "H", "H", "H", "H", "H", "H", "H", "H"],
  "positions_angstrom": [[1.779, -1.558, -3.112], [2.862, -2.355, 0.009], [0.995, -0.890, -1.526], [-1.249, 0.131, 0.342], [0.341, 0.416, -1.566], [-1.552, 0.352, 1.768], [1.628, -0.988, -0.300], [1.182, -0.065, 0.576], [0.096, 0.722, -0.085], [-2.480, -0.147, 2.043], [0.063, 1.786, 0.152], [1.486, 0.029, 1.596], [-2.000, 0.529, -0.234], [1.010, 1.174, -1.987], [-1.205, -0.879, 0.157], [-1.651, 1.418, 1.962], [-0.560, 0.370, -2.179], [-0.749, -0.046, 2.384]],
  "forces_ev_per_angstrom": [[-0.373, 0.554, 0.766], [-0.261, 0.362, 0.052], [0.000, -0.664, -0.614], [-0.217, -0.073, -0.336], [0.039, 0.127, -0.273], [-0.227, 0.093, 0.823], [0.247, -0.048, 0.089], [0.143, -0.137, -0.162], [0.578, -0.193, -0.217], [0.025, 0.008, -0.153], [-0.130, -0.086, -0.042], [0.127, -0.003, 0.274], [0.129, -0.170, 0.084], [-0.030, -0.014, 0.068], [-0.038, 0.206, -0.066], [0.020, 0.008, -0.132], [-0.041, 0.061, 0.016], [0.008, -0.031, -0.177]],
  "lowdin_charge": [0.78, 0.83, -0.56, 0.03, -0.18, 0.00, -0.82, -0.10, -0.23, 0.11, 0.16, 0.11, 0.19, 0.14, 0.19, 0.11, 0.13, 0.10]
}

***

[6]
{
  "formula": "C5H9BrN",
  "method": "wB97M-V/def2-TZVPD",
  "lumo_energy_ev": [-4.854, -4.736],
  "homo_energy_ev": [-12.21, -13.66],
  "total_energy_ev": -76851.5747,
  "total_charge": 1,
  "elements": ["Br", "N", "C", "C", "C", "C", "C", "H", "H", "H", "H", "H", "H", "H", "H", "H"],
  "positions_angstrom": [[-4.028, -0.082, 0.171], [0.352, -0.278, -0.555], [-0.489, -1.403, -0.512], [1.168, 0.029, 0.711], [-0.308, 0.897, -1.032], [-1.520, 1.067, -0.449], [-2.296, 0.374, 0.542], [-2.041, 0.180, 1.585], [1.580, -0.933, 1.045], [1.950, 0.713, 0.286], [0.305, 1.537, -1.707], [-0.738, -1.816, -1.548], [-2.004, 2.034, -0.660], [-0.404, -2.126, 0.396], [0.434, 0.572, 1.354], [1.074, -0.435, -1.275]],
  "forces_ev_per_angstrom": [[-0.470, 0.077, -0.202], [3.006, -0.312, -0.465], [-1.433, -3.445, 0.734], [-0.431, 0.659, -1.197], [-2.116, 1.177, 0.858], [0.652, 2.853, -1.057], [0.939, -1.738, 0.177], [0.343, 0.212, -0.423], [-0.154, 0.627, 0.292], [-0.532, -0.528, 1.096], [-1.027, -0.354, 0.728], [0.076, 0.668, 1.793], [0.139, -0.294, -0.584], [-0.038, 1.527, -1.903], [1.076, -0.690, -0.059], [-0.031, -0.439, 0.212]],
  "lowdin_charge": [0.84, -0.27, 0.07, 0.07, -0.06, -0.19, -0.61, 0.06, 0.11, 0.13, 0.16, 0.13, 0.13, 0.14, 0.12, 0.18]
}

***

[7]
{
  "formula": "C5H9Cl2NSi",
  "method": "wB97M-V/def2-TZVPD",
  "lumo_energy_ev": -0.613,
  "homo_energy_ev": -9.69,
  "total_energy_ev": -39744.3857,
  "elements": ["Cl", "Cl", "Si", "N", "C", "C", "C", "C", "C", "H", "H", "H", "H", "H", "H", "H", "H", "H"],
  "positions_angstrom": [[-2.778, -0.791, 3.249], [-0.259, -2.421, 3.790], [-1.294, -1.751, 2.146], [1.078, 0.517, 2.519], [0.003, 1.111, -0.779], [1.023, -0.665, -2.369], [-0.420, 1.391, 0.670], [0.413, 0.848, 1.660], [0.448, -0.380, -0.962], [-1.321, 0.678, 0.711], [2.063, -0.441, -2.467], [0.725, 1.736, -1.260], [1.127, -0.720, -0.086], [-0.974, 1.205, -1.312], [-0.703, 2.422, 0.975], [-0.456, -0.993, -0.939], [0.389, 0.009, -2.983], [0.934, -1.755, -2.565]],
  "forces_ev_per_angstrom": [[-0.372, 0.300, -0.220], [0.422, -0.419, 0.077], [0.000, -0.039, 0.325], [1.058, -0.879, 1.368], [-1.040, -1.344, -0.475], [-1.109, -0.037, 0.933], [-2.329, -0.762, -1.144], [0.629, 0.633, 0.269], [0.585, -0.201, 1.035], [0.586, 1.468, 0.332], [0.656, 0.544, -0.101], [0.499, 0.790, 0.181], [-0.962, 0.512, -1.530], [0.946, 0.186, -0.156], [0.048, -0.666, -0.587], [0.015, 0.003, 0.514], [0.642, -0.925, -0.504], [-0.275, 0.836, -0.317]],
  "lowdin_charge": [0.07, 0.10, -0.06, 0.18, -0.20, -0.11, -0.21, -0.36, -0.29, 0.09, 0.05, 0.10, 0.12, 0.12, 0.14, 0.07, 0.08, 0.08]
}

***

[8]
{
  "formula": "C5H9ClN2",
  "method": "wB97M-V/def2-TZVPD",
  "lumo_energy_ev": 0.813,
  "homo_energy_ev": -8.90,
  "total_energy_ev": -20830.2412,
  "elements": ["Cl", "N", "N", "C", "C", "C", "C", "C", "H", "H", "H", "H", "H", "H", "H", "H", "H"],
  "positions_angstrom": [[2.419, 1.561, 0.370], [3.779, -0.889, -0.167], [2.610, -1.226, -0.044], [1.676, 0.105, 0.229], [0.400, -0.394, 0.035], [-1.573, 0.601, 1.300], [-0.823, 0.463, -0.110], [-1.693, -0.012, -1.216], [-2.644, 0.626, 0.998], [-1.167, 1.474, 1.756], [-0.434, 1.470, -0.187], [-1.570, -0.289, 1.834], [0.320, -1.469, 0.056], [-2.553, 0.573, -1.300], [4.457, -1.663, -0.262], [-2.118, -0.947, -1.205], [-1.087, 0.015, -2.085]],
  "forces_ev_per_angstrom": [[0.163, 1.174, 0.052], [0.250, 0.597, 0.417], [0.066, 2.362, 1.033], [-1.513, -6.269, -1.852], [1.923, 2.575, 0.751], [-1.139, -0.133, -3.529], [0.471, -0.489, 3.200], [1.149, 1.434, -0.340], [0.471, 0.978, 0.559], [-0.213, 0.353, 0.896], [-0.214, 0.320, -1.114], [0.742, -1.473, 1.443], [0.059, -0.130, -0.283], [-1.176, 1.595, -0.476], [-0.870, -0.358, -0.310], [-0.366, -2.764, 0.889], [0.198, 0.228, -1.338]],
  "lowdin_charge": [0.74, -0.02, -0.06, -0.72, -0.10, -0.03, -0.41, -0.07, 0.08, 0.07, 0.11, 0.04, 0.10, 0.06, 0.06, 0.06, 0.08]
}